Entry 1:
Computed, not measured: 7 unconnected molecules or ions with the total composition C44H46F6NO6PS at a distorted geometry, with wB97M-V/def2-TZVPD.

Structure (XYZ):
```
105
Properties=species:S:1:pos:R:3:mulliken_charge:R:1
N 2.8305 -4.5429 -0.0152 -0.64
C 3.5482 -3.2083 -0.0624 -0.18
C 2.8314 -2.0041 0.7860 0.18
C 1.4006 -1.4778 0.1877 -0.49
C 0.1333 -2.4932 0.4033 -0.48
C -1.0088 -2.3753 -0.8113 -0.22
C -1.3744 -0.7972 -1.1620 0.37
O -1.5951 0.1522 -0.2477 -0.34
O -1.4079 -0.3973 -2.6064 -0.52
C 3.8843 -0.7500 0.8665 -0.07
S 5.1267 -0.6570 -0.5303 1.20
O 6.5714 -0.3404 0.0216 -0.67
O 4.7643 0.5071 -1.4991 -0.58
O 5.2735 -2.0673 -1.4749 -0.38
C 3.9124 -2.6910 -1.5919 0.04
P 3.9232 -4.0705 -2.9116 0.36
O 4.0191 -3.3354 -4.3430 -0.70
H 2.0653 -4.6179 -0.7207 0.14
H 2.4403 -4.7483 0.9441 0.35
H 4.6055 -3.3945 0.4610 0.33
H 2.6142 -2.3512 1.9068 0.47
H 1.1341 -0.4836 0.7934 0.18
H 1.4316 -1.1435 -0.9455 0.16
H -0.3713 -2.2115 1.4443 0.24
H 0.4037 -3.6292 0.4665 0.19
H -1.9561 -3.0354 -0.5731 0.18
H -0.5235 -2.8217 -1.8054 0.21
H -1.0712 0.5563 -2.6857 0.37
H 3.2277 0.2394 0.7973 -0.29
H 4.4799 -0.6774 1.8903 0.37
H 3.2155 -1.8357 -1.9870 0.17
H 5.0778 -4.9422 -2.7932 0.14
H 2.6552 -4.7742 -2.9179 0.06
F -1.5703 3.5071 3.5819 -0.36
C -1.4143 3.9105 2.3140 0.41
C -1.3963 5.2708 2.0261 -0.20
C -1.2288 5.6914 0.7067 -0.44
C -1.0919 4.7456 -0.3124 -0.59
C -1.1163 3.3825 -0.0139 -0.11
C -1.2727 2.9625 1.3068 -0.35
H -1.5125 5.9907 2.8296 0.12
H -1.2055 6.7527 0.4722 0.40
H -0.9657 5.0740 -1.3419 0.39
H -1.0137 2.6482 -0.8093 0.27
H -1.2850 1.9070 1.5577 0.44
F -2.4412 -4.5780 -0.6508 -0.30
C -3.6393 -4.9560 -0.1857 0.47
C -4.6140 -5.3894 -1.0779 -0.44
C -5.8598 -5.7880 -0.5936 -0.45
C -6.1210 -5.7382 0.7779 -0.50
C -5.1379 -5.2969 1.6649 -0.45
C -3.8886 -4.9091 1.1814 -0.30
H -4.3958 -5.4133 -2.1406 0.41
H -6.6259 -6.1358 -1.2821 0.37
H -7.0944 -6.0450 1.1548 0.37
H -5.3449 -5.2552 2.7315 0.36
H -3.1100 -4.5719 1.8575 0.42
F 4.6913 -7.7385 -4.5070 -0.29
C 4.8473 -7.3352 -5.7749 0.40
C 4.8654 -5.9749 -6.0628 -0.12
C 5.0329 -5.5543 -7.3821 -0.60
C 5.1698 -6.5000 -8.4013 -0.41
C 5.1454 -7.8632 -8.1028 -0.42
C 4.9890 -8.2832 -6.7821 -0.39
H 4.7492 -5.2550 -5.2592 0.27
H 5.0562 -4.4930 -7.6167 0.39
H 5.2960 -6.1716 -9.4307 0.35
H 5.2480 -8.5975 -8.8982 0.36
H 4.9767 -9.3386 -6.5312 0.41
F 2.6612 7.0467 2.0582 -0.33
C 3.0802 6.0553 1.2607 0.21
C 3.7292 6.3629 0.0699 -0.48
C 4.1702 5.3308 -0.7583 -0.46
C 3.9473 4.0013 -0.3913 -0.32
C 3.2905 3.7029 0.8035 0.00
C 2.8596 4.7349 1.6367 -0.47
H 3.8860 7.4014 -0.2027 0.42
H 4.6854 5.5606 -1.6876 0.39
H 4.2875 3.1967 -1.0397 0.43
H 3.1145 2.6675 1.0850 0.13
H 2.3555 4.5208 2.5732 0.43
F -8.7264 1.7465 -0.0372 -0.32
C -7.4205 1.5050 0.1387 0.21
C -6.7950 0.5308 -0.6316 -0.41
C -5.4342 0.2826 -0.4524 -0.44
C -4.7157 1.0047 0.5037 -0.08
C -5.3537 1.9770 1.2755 -0.46
C -6.7118 2.2326 1.0882 -0.38
H -7.3711 -0.0259 -1.3636 0.41
H -4.9342 -0.4716 -1.0550 0.40
H -3.6554 0.8076 0.6462 0.25
H -4.7933 2.5348 2.0219 0.40
H -7.2215 2.9911 1.6732 0.42
F -3.1708 9.5033 8.3154 -0.31
C -2.7518 8.5118 7.5179 0.24
C -2.1028 8.8194 6.3272 -0.38
C -1.6618 7.7873 5.4989 -0.36
C -1.8847 6.4579 5.8660 -0.25
C -2.5415 6.1594 7.0607 -0.49
C -2.9724 7.1915 7.8940 -0.32
H -1.9460 9.8579 6.0545 0.39
H -1.1466 8.0172 4.5696 0.36
H -1.5445 5.6533 5.2175 0.37
H -2.7175 5.1240 7.3423 0.36
H -3.4765 6.9773 8.8305 0.40
```

Properties
net charge: 0
max |F|: 9.05 eV/Å
LUMO energy: -0.20 eV
frontier orbital gap: 8.90 eV
SMILES: N[C@@H]1[C@H](CCCC(=O)O)CS(=O)(=O)O[C@H]1[PH2]=O.Fc1ccccc1.Fc1ccccc1.Fc1ccccc1.Fc1ccccc1.Fc1ccccc1.Fc1ccccc1

Entry 2:
Computed, not measured: a molecular structure, C44H46FIIrNOP at a distorted geometry, with wB97M-V/def2-TZVPD.

Structure (XYZ):
```
96
Properties=species:S:1:pos:R:3:mulliken_charge:R:1
Ir 0.2878 0.0966 -0.7667 1.42
C 3.9828 -1.5017 0.3460 -1.71
C 3.5776 -0.0795 -0.0642 2.12
C 4.6827 0.5995 -0.8822 -1.65
C 3.2051 0.7830 1.1350 0.80
C 4.0772 0.7726 2.2190 -0.07
C 3.8671 1.5795 3.3193 -1.53
C 2.7617 2.4093 3.3556 -0.87
C 1.8630 2.4920 2.2979 0.82
C 0.6173 3.3430 2.5499 0.21
C 0.3386 4.5383 1.6255 -1.62
C -0.6205 2.4527 2.6266 -1.05
C 2.1090 1.6777 1.1659 -0.73
N 1.2465 1.7842 0.0082 0.76
C 1.3657 2.8723 -0.7760 0.55
C 2.4356 3.7995 -0.6281 -0.47
C 2.5420 4.8797 -1.4624 -0.96
C 1.5912 5.0996 -2.4678 -0.75
C 0.5285 4.2091 -2.6516 -0.50
C 0.4450 3.1307 -1.8308 -0.17
F -0.5657 2.2750 -2.0107 -0.25
H 4.2577 -2.0787 -0.5376 0.44
H 3.1705 -2.0271 0.8595 0.25
H 4.8563 -1.4930 1.0044 0.42
H 2.7135 -0.1819 -0.7144 -1.72
H 5.5840 0.6865 -0.2694 0.48
H 4.3968 1.6058 -1.2093 0.26
H 4.9347 0.0075 -1.7665 0.40
H 4.9528 0.1300 2.1905 0.36
H 4.5620 1.5575 4.1523 0.39
H 2.5889 3.0260 4.2329 0.43
H 0.7707 3.7660 3.5415 0.80
H -0.1655 4.2393 0.7014 0.23
H 1.2472 5.0908 1.3745 0.37
H -0.3312 5.2283 2.1429 0.53
H -0.8080 1.9821 1.6580 -0.23
H -1.5008 3.0542 2.8722 0.62
H -0.5134 1.6727 3.3884 0.33
H 3.1693 3.6260 0.1511 0.57
H 3.3721 5.5653 -1.3441 0.51
H 1.6783 5.9630 -3.1181 0.46
H -0.2139 4.3561 -3.4284 0.59
I -1.9302 -2.7329 -2.4673 0.00
C -3.6212 -3.7215 -1.7539 0.80
C -4.3662 -4.4342 -2.6449 -0.71
C -5.4945 -5.1573 -2.1991 -0.82
C -5.8185 -5.1473 -0.8789 -0.91
C -5.0520 -4.4076 0.0587 1.00
C -5.4001 -4.4272 1.4282 -0.77
C -4.6647 -3.7413 2.3491 -1.27
C -3.5561 -2.9856 1.9280 -0.25
C -3.1817 -2.9190 0.6044 1.03
P -1.7908 -1.7549 0.2720 0.57
C -2.5601 -0.1391 0.5428 1.57
C -2.9245 0.3250 1.8099 -0.42
C -3.7175 1.4505 1.9187 -0.73
C -4.1441 2.1286 0.7760 -0.63
C -3.7559 1.6932 -0.4813 -0.82
C -2.9613 0.5572 -0.6046 -0.14
C -0.5687 -2.1811 1.5171 -0.20
C 0.2920 -1.1906 2.0055 1.37
C 1.3094 -1.5175 2.8871 -0.63
C 1.5024 -2.8433 3.2472 -0.67
C 0.6723 -3.8388 2.7373 -0.82
C -0.3660 -3.5157 1.8748 -0.79
C -3.9213 -3.6534 -0.3719 -0.31
H -4.0929 -4.4583 -3.6946 0.42
H -6.0846 -5.7199 -2.9136 0.42
H -6.6711 -5.7140 -0.5187 0.42
H -6.2635 -5.0108 1.7369 0.43
H -4.9248 -3.7736 3.4024 0.47
H -2.9857 -2.4521 2.6791 0.37
H -2.5899 -0.1853 2.7079 0.31
H -4.0068 1.8061 2.9027 0.52
H -4.7895 2.9961 0.8705 0.45
H -4.0813 2.2221 -1.3724 0.53
H -2.6843 0.1981 -1.5923 0.16
H 0.1302 -0.1451 1.7476 -0.86
H 1.9474 -0.7392 3.2899 0.44
H 2.3064 -3.1065 3.9255 0.45
H 0.8344 -4.8737 3.0126 0.46
H -1.0171 -4.2933 1.4939 0.55
C 0.5638 -0.7443 -4.9084 -1.92
C 1.3283 -0.4829 -3.6179 1.73
C 2.5585 -1.3754 -3.5595 -1.42
C 1.7482 0.9853 -3.5833 -1.36
O 0.4585 -0.8051 -2.4920 0.11
H 1.1542 -0.4048 -5.7608 0.42
H -0.3920 -0.2070 -4.9069 0.38
H 0.3681 -1.8142 -5.0364 0.42
H 3.1440 -1.2746 -4.4770 0.44
H 2.2518 -2.4198 -3.4509 0.35
H 3.1889 -1.1051 -2.7088 0.12
H 2.5335 1.1820 -4.3182 0.68
H 2.1383 1.2493 -2.5931 -0.05
H 0.8883 1.6297 -3.8087 0.26
```

Properties
net charge: +2
max |F|: 1.25 eV/Å
LUMO energy (alpha / beta): -5.29 / -7.71 eV
expectation value of S²: 8.80
frontier orbital gap (alpha / beta): 7.65 / 5.58 eV
spin multiplicity: 6
energy above the lowest of the compared OMol25 structures with the same formula, charge and spin: 24.9 kcal/mol